Entry 1:
36
Properties=species:S:1:pos:R:3:forces:R:3 method="wB97M-V/def2-TZVPD" charge=+1 homo_energy_ev=-12.5
C -2.0102 -2.1394 -2.4990 1.047 -0.051 -0.240
C -1.3182 -1.3269 -3.5758 -1.038 0.661 -1.558
O -1.9250 -0.9878 -4.5658 0.941 -0.203 1.297
O -0.0103 -0.9140 -3.4224 -0.562 -0.649 0.111
C 0.8684 -1.7976 -2.7309 0.432 0.407 0.242
C 1.4067 -1.1172 -1.4598 -0.167 0.472 -0.286
C 0.4445 -0.0575 -0.8869 0.091 -0.364 0.020
C 0.6049 0.0935 0.5686 -0.239 -0.416 -0.929
N 0.3982 -0.8937 1.4193 0.071 -0.256 0.647
C 0.6030 -0.3799 2.6761 -0.294 -2.030 0.307
P 0.3453 -1.4944 4.1018 -1.148 -1.247 0.056
S -1.0169 -2.8027 3.6501 0.210 0.250 -0.146
N 0.9268 0.8402 2.6092 0.553 2.169 0.191
N 0.9217 1.1417 1.2824 0.527 0.297 0.110
C 1.1846 2.4634 0.7280 -0.055 0.468 -0.385
C -0.1171 3.1701 0.4460 -0.651 -0.196 0.609
C -1.0094 3.2129 1.6980 -0.070 0.219 -0.502
I -2.7463 1.9720 1.4722 0.284 -0.052 0.220
H -1.3854 -2.3252 -1.6339 -0.104 0.073 0.314
H -2.9300 -1.6454 -2.2403 -0.312 0.166 0.106
H -2.2327 -3.1024 -2.9328 -0.267 -0.312 -0.118
H 1.7157 -1.9475 -3.3823 0.187 -0.161 -0.313
H 0.4404 -2.7764 -2.5590 -0.293 -0.071 0.153
H 1.7218 -1.8182 -0.6963 -0.032 -0.383 0.000
H 2.2898 -0.5686 -1.7550 0.425 0.036 0.054
H -0.5898 -0.3380 -1.0406 -0.313 -0.013 -0.106
H 0.6020 0.8781 -1.3901 -0.091 0.392 -0.189
H 0.1307 -1.8432 1.2041 -0.233 -0.149 0.126
H 0.0142 -0.6849 5.1966 0.507 0.320 -0.132
H 1.5749 -2.1283 4.3355 0.267 0.634 0.131
H 1.8164 3.0452 1.3795 0.162 -0.177 0.538
H 1.7297 2.3275 -0.1960 0.272 -0.142 -0.159
H -0.6548 2.6424 -0.3281 -0.030 -0.031 -0.437
H 0.0579 4.1754 0.0955 0.262 0.280 -0.164
H -0.4709 2.9154 2.5842 -0.081 -0.175 0.295
H -1.3808 4.2112 1.8478 -0.259 0.234 0.135

Entry 2:
34
Properties=species:S:1:pos:R:3:forces:R:3 method="wB97M-V/def2-TZVPD" charge=0 homo_energy_ev=-8.6
C 1.1583 -2.2510 -4.0856 1.292 -1.501 -0.822
S 0.1814 -0.8579 -3.6041 -0.214 1.306 -1.310
C -0.3689 -1.4443 -2.0399 -1.377 0.959 1.216
C 0.6693 -1.2219 -0.9903 2.303 0.756 1.536
C 0.2812 -1.5571 0.4994 -1.311 -1.275 -0.534
N -0.3909 -2.8442 0.4637 1.451 -1.407 0.374
C -0.7646 -0.6052 1.1040 2.830 3.930 1.143
O -1.9544 -0.6962 1.1512 -1.267 -1.407 -0.850
N -0.2302 0.6290 1.6082 -1.500 -3.276 -1.147
C 1.1197 0.9110 1.8634 0.932 1.937 -1.125
C 1.0803 2.4819 1.7859 0.192 -1.013 1.157
C -0.2790 2.8145 2.4388 -0.211 -0.174 0.736
C -1.1133 1.7062 1.7522 -2.498 1.452 2.756
C -1.6885 2.3196 0.4903 -0.686 -2.407 0.463
O -2.8003 2.7246 0.4240 -1.226 1.299 -0.034
O -0.9360 2.0848 -0.5607 2.428 -0.395 0.111
H 1.7321 -2.2144 -5.0833 -1.105 0.602 1.510
H 1.9126 -2.4557 -3.3003 -0.344 -0.072 -0.500
H 0.4724 -3.1062 -4.1728 0.384 0.029 0.077
H -1.2426 -0.8425 -1.7039 0.156 -0.264 -0.726
H -0.7116 -2.4692 -2.1159 0.112 -0.262 0.086
H 1.1339 -0.1757 -1.0290 -0.986 -1.208 -0.136
H 1.5108 -1.8915 -1.2293 -0.096 0.131 0.330
H 1.1960 -1.7017 1.1116 -0.616 0.581 -0.302
H -0.5040 -3.2588 1.3807 0.171 0.138 0.057
H -1.3051 -2.7596 0.1091 -1.248 0.280 -0.534
H 1.7365 0.4741 1.0891 0.412 0.177 -0.272
H 1.5057 0.5438 2.7926 0.016 -0.151 0.937
H 1.9501 2.8916 2.2353 0.649 0.580 0.765
H 1.1263 2.7791 0.7708 -0.258 0.229 -1.125
H -0.7612 3.8239 2.2594 0.944 -1.060 0.171
H -0.2514 2.6169 3.5578 0.052 0.339 -1.310
H -2.0556 1.4158 2.3929 1.747 0.621 -1.279
H -1.4088 2.1362 -1.3652 -1.128 0.526 -1.418

Entry 3:
35
Properties=species:S:1:pos:R:3:forces:R:3 method="wB97M-V/def2-TZVPD" charge=0 homo_energy_ev=-9.6
C -3.3082 1.2910 1.0699 -0.122 -0.472 -1.635
C -3.0647 -0.1112 0.3376 0.563 1.428 0.402
C -1.9558 -0.0911 -0.7258 1.601 -1.417 1.213
C -1.9568 -1.4189 -1.4364 -1.222 0.121 -1.858
C -0.5477 0.0705 -0.1868 2.131 -0.670 0.629
N -0.2417 -0.7771 0.9489 0.710 -0.974 1.704
C 1.0354 -1.0766 1.4112 3.073 3.064 0.262
O 1.4266 -0.9100 2.5837 -1.692 -1.285 -2.008
C 2.2237 -1.2698 0.3660 0.271 -3.190 -0.300
N 1.7558 -1.8009 -0.9342 -0.467 1.248 -0.155
C 3.3406 -0.2333 0.1842 -0.263 -0.480 2.675
C 2.9686 1.0919 -0.3012 -0.355 2.345 -0.432
O 3.4248 2.1499 0.0810 -0.686 -1.027 -0.431
O 2.0734 1.0546 -1.3804 1.158 0.615 1.118
C -0.2322 1.5203 0.1119 0.504 4.007 0.005
O -0.4771 2.5598 -0.5535 0.472 -3.739 1.345
O 0.4927 1.6740 1.2833 -0.220 -0.174 -1.505
H -2.4552 1.4504 1.7560 -0.955 -0.072 0.370
H -4.3676 1.3425 1.4631 1.560 -0.005 0.166
H -3.1847 2.1401 0.3418 -0.340 -0.871 0.427
H -3.9140 -0.4756 -0.2511 -0.296 0.147 0.711
H -2.7564 -0.8719 1.1159 -0.658 0.591 -0.960
H -1.8168 0.7068 -1.4110 -1.692 1.022 -1.093
H -2.0375 -2.2924 -0.7751 -0.122 0.364 -0.194
H -1.0189 -1.4701 -1.9723 0.130 -0.502 -0.345
H -2.7898 -1.3766 -2.2188 0.926 -0.575 1.089
H 0.2948 -0.2690 -0.8865 -1.893 0.926 0.253
H -0.7291 -0.5523 1.7962 -0.691 0.178 0.280
H 2.8502 -2.1578 0.8205 -1.523 1.553 -0.490
H 1.8417 -1.0933 -1.6895 0.076 -0.827 0.725
H 2.3560 -2.5602 -1.1363 0.395 -0.842 -0.696
H 3.8448 -0.2342 1.2022 -0.265 0.792 -1.475
H 4.0297 -0.5393 -0.5885 0.362 -0.833 -0.045
H 1.9440 2.0030 -1.5874 -0.128 -0.394 -0.143
H 0.9513 2.5271 1.1613 -0.343 -0.052 0.392

Entry 4:
35
Properties=species:S:1:pos:R:3:forces:R:3 method="wB97M-V/def2-TZVPD" charge=0 homo_energy_ev=-9.5
C -2.2728 -0.5029 0.8987 -1.795 0.763 -2.431
C -1.1195 -0.5248 -0.2197 -0.327 -0.465 2.702
C -3.5851 -1.2852 0.4987 -0.527 -0.697 1.528
C -4.5304 -0.6113 -0.4909 -4.035 -1.911 1.610
C 1.4348 -0.6001 -0.5937 -1.631 -0.587 0.227
C 2.0982 -1.8969 0.0411 -2.056 -1.504 3.673
C 2.3990 0.4607 -0.1580 1.101 4.809 2.231
C 3.8616 0.2632 -0.4838 -1.389 -3.342 3.325
C 2.0483 1.9827 -0.3562 -2.291 2.805 0.824
C 0.4070 2.0486 0.0948 2.733 4.581 -1.352
H -1.6686 1.0520 1.7894 -3.042 1.595 -2.113
H -2.3764 1.6189 0.0964 -0.573 -2.432 3.928
H -2.1813 -1.0607 1.8139 1.564 0.648 0.765
H -3.2470 -2.3497 0.1379 -0.992 1.840 0.628
H -4.2733 -1.3425 1.4833 1.866 -0.233 -2.177
H -3.0308 -0.5564 -1.4784 1.030 0.457 -0.809
H 0.4378 -0.2330 1.3040 -1.452 -1.430 -4.408
H 1.1422 -0.5689 -1.7096 0.914 -0.491 1.655
H 2.3722 0.7028 0.9859 -0.149 -2.083 -1.350
H 4.3909 1.1077 -0.1289 0.878 0.589 -0.085
H 4.0479 -0.6905 0.1575 0.966 1.920 -0.899
H 3.9806 -0.0896 -1.4479 0.704 0.003 -2.223
H 2.4426 2.7813 0.7236 -0.326 -2.628 -3.775
H 2.3883 2.5614 -1.4957 -1.346 -1.826 3.608
H -0.1900 1.3579 -0.3877 -0.835 0.020 -1.554
H 0.0927 3.1339 -0.0822 0.169 -1.476 0.073
H 0.2326 1.8826 1.1415 0.621 -0.013 0.660
H 3.5813 -3.2485 -0.6066 -2.052 2.478 0.096
N -2.6113 1.0161 1.1205 4.618 -0.627 -0.600
N 0.1686 -0.4569 0.1645 1.368 -0.537 4.784
O -1.4623 -0.4217 -1.3745 0.266 -0.480 -1.611
O -5.7732 -0.6199 -0.2488 4.129 0.718 -1.188
O -3.9479 -0.2633 -1.6011 -1.389 0.579 -0.570
O 1.7314 -2.2486 1.2514 2.937 1.143 -6.626
O 3.0119 -2.3982 -0.8394 0.341 -2.188 1.454

Entry 5:
32
Properties=species:S:1:pos:R:3:forces:R:3 method="wB97M-V/def2-TZVPD" charge=0 homo_energy_ev=-8.3
C 6.2105 -0.5065 -0.3552 -1.160 -1.640 -0.554
C 4.7786 -0.0851 -0.0823 -1.937 -0.097 0.491
C 4.2490 1.1754 0.0363 -1.134 -1.781 -1.325
C 2.7602 1.1481 0.2586 0.521 0.095 1.148
C 2.1834 -0.0951 0.5498 0.774 2.182 -1.218
C 0.7080 -0.3822 1.1134 2.272 1.945 0.179
N -0.2410 0.7672 0.9728 2.348 0.703 -0.560
C -0.6195 1.3102 -0.3611 -0.108 -4.554 0.067
C -1.5574 0.1663 -0.8614 -0.182 -1.826 -2.194
N -2.8176 0.0875 -0.0843 2.182 3.770 1.353
C -3.7514 -0.8451 -0.4202 -0.887 -4.746 -3.492
C -5.1153 -0.8829 0.3453 2.337 -3.428 -0.720
O -5.7852 0.2931 0.0711 -6.082 -0.869 1.564
S 3.3965 -1.2973 0.0584 0.924 0.658 1.070
H 6.6632 -0.9543 0.5683 -0.605 -0.429 -1.027
H 6.1142 -1.2103 -1.3010 1.011 1.210 2.080
H 6.8794 0.3308 -0.4961 -0.222 0.459 -0.699
H 4.9204 1.9294 -0.4044 -0.853 0.411 0.901
H 2.1814 2.0835 0.3544 0.376 -0.619 0.087
H 0.5028 -1.3587 0.7195 -0.987 -0.551 -0.284
H 0.8542 -0.4428 2.2182 -0.160 -0.342 -0.803
H -1.1166 0.5126 1.3432 -0.994 -0.584 1.068
H -1.1593 2.2127 -0.2315 -0.088 1.091 -0.092
H 0.2262 1.2774 -1.0530 -0.032 0.802 0.271
H -0.9696 -0.8284 -0.8497 -0.844 1.292 0.959
H -1.7426 0.0742 -1.9838 -0.304 1.134 0.788
H -3.2842 1.0078 -0.1975 0.575 -0.544 0.330
H -3.9880 -0.6816 -1.5481 -0.329 -0.561 1.262
H -3.1904 -1.9469 -0.4800 -1.646 2.495 0.628
H -4.9539 -0.9413 1.3882 0.605 0.011 1.418
H -5.5092 -2.0376 0.1555 -0.068 3.128 -0.396
H -6.8267 0.1198 0.5569 4.696 1.183 -2.301

Entry 6:
32
Properties=species:S:1:pos:R:3:forces:R:3 method="wB97M-V/def2-TZVPD" charge=+1 homo_energy_ev=-11.6
C -2.3222 -2.4574 -1.1021 -0.335 0.735 0.354
C -0.1934 0.6337 -1.6282 -0.285 -0.920 -0.441
C -0.7163 -0.6505 -1.8227 -0.397 0.156 0.135
C -1.0390 1.6282 -1.1845 0.171 0.576 0.667
C -1.9700 -0.9993 -1.3158 0.711 0.067 0.133
C -2.3889 1.3700 -0.9338 0.257 -0.413 -0.163
C -2.7863 0.0435 -0.8702 -0.519 -0.389 -0.331
O -0.4903 2.8579 -0.8709 0.079 -0.048 -0.202
H 0.8678 0.7379 -1.8134 -0.121 0.663 -0.225
H -0.1606 -1.3807 -2.4017 0.285 -0.115 0.444
H -1.1356 3.3870 -0.3899 -0.140 0.035 -0.275
H -3.1030 2.1822 -0.8511 0.097 -0.013 0.476
H -2.5237 -2.5783 -0.0343 -0.028 -0.132 0.002
H -1.4648 -3.0804 -1.3262 -0.120 -0.267 -0.331
H -3.7849 -0.2353 -0.5353 0.051 0.321 -0.080
H -3.2369 -2.7607 -1.6107 0.214 -0.151 -0.225
C 2.0919 -0.9250 0.3762 0.800 0.360 -0.050
C 3.3433 -1.3177 1.1938 -0.417 -0.359 -0.152
C 0.7925 0.9172 1.4041 0.631 -0.405 0.838
N 1.0146 -0.3661 1.1808 -0.262 -0.324 -0.462
N -0.2661 1.2627 2.1418 -0.565 0.333 -0.001
N 1.7324 1.8112 1.1190 -0.172 0.698 -0.222
H 2.3992 -0.2227 -0.4050 -0.248 0.158 0.173
H 1.6688 -1.7314 -0.2086 -0.086 -0.382 0.208
H 3.1851 -1.2234 2.2683 -0.107 0.110 -0.072
H 4.1801 -0.6887 0.9103 0.193 -0.075 0.064
H 0.3013 -1.0246 1.4478 -0.157 0.140 -0.024
H -0.9477 0.5542 2.3550 -0.050 -0.003 -0.017
H -0.6247 2.2091 2.1635 0.338 -0.203 -0.063
H 2.4343 1.6241 0.4243 0.012 -0.106 0.034
H 1.5548 2.7878 1.3104 -0.004 -0.194 -0.145
H 3.5884 -2.3645 1.0091 0.174 0.146 -0.046